Record 1
122
Properties=species:S:1:pos:R:3:mulliken_charge:R:1 method="wB97M-V/def2-TZVPD" total_charge=+2 e_lumo_ev=-4.924 largest_force_ev_per_a=3.48 gap_ev=8.6
C -4.826 -0.135 -2.029 -1.761
C -3.558 -0.756 -1.475 0.277
N -3.198 -2.009 -2.168 0.415
C -2.227 -2.843 -1.687 -0.710
C -2.192 -3.906 -2.517 -0.608
N -3.155 -3.718 -3.475 0.171
C -3.701 -2.519 -3.290 -0.346
C -3.437 -4.611 -4.609 -0.897
H -5.205 0.577 -1.298 0.363
H -5.618 -0.872 -2.167 0.464
H -4.690 0.342 -3.001 0.401
H -3.773 -1.105 -0.464 0.260
H -2.688 -0.106 -1.418 0.161
H -1.620 -2.655 -0.808 0.526
H -1.564 -4.781 -2.552 0.605
H -4.462 -2.094 -3.919 0.517
H -4.455 -4.977 -4.513 0.374
H -2.739 -5.441 -4.569 0.319
H -3.320 -4.051 -5.532 0.356
C -3.173 3.592 -0.073 -1.352
C -1.932 3.049 0.619 0.244
N -0.994 4.136 0.953 0.473
C -0.117 4.705 0.057 -0.325
C 0.528 5.685 0.735 -0.805
N 0.073 5.675 2.026 0.170
C -0.883 4.748 2.120 -0.254
C 0.530 6.537 3.128 -0.854
H -3.556 4.475 0.446 0.397
H -3.972 2.855 0.003 0.379
H -2.995 3.895 -1.102 0.367
H -1.421 2.399 -0.095 0.006
H -2.059 2.443 1.514 -0.079
H -0.126 4.413 -0.978 0.553
H 1.296 6.355 0.388 0.489
H -1.405 4.428 3.005 0.555
H -0.293 6.715 3.811 0.353
H 0.881 7.470 2.698 0.360
H 1.356 6.039 3.631 0.311
C 4.813 3.172 0.404 -0.832
N 4.324 2.553 1.680 0.191
C 4.938 3.161 2.909 -0.959
C 2.858 2.785 1.724 -1.209
C 4.661 1.076 1.589 -0.212
C 4.017 0.216 2.662 -0.395
O 4.542 -1.084 2.435 -0.437
H 4.307 2.630 -0.389 0.361
H 5.892 3.067 0.334 0.393
H 4.515 4.219 0.378 0.323
H 6.008 3.009 2.793 0.367
H 4.465 2.713 3.770 0.379
H 4.769 4.234 2.833 0.374
H 2.454 2.288 2.600 0.492
H 2.424 2.317 0.841 0.280
H 2.599 3.840 1.660 0.515
H 5.751 1.020 1.582 0.606
H 4.376 0.716 0.596 0.053
H 2.945 0.112 2.521 0.023
H 4.372 0.507 3.656 0.302
H 5.400 -1.160 2.863 0.346
C 0.751 -2.339 -3.942 -0.608
N 0.738 -1.040 -4.703 0.366
C -0.104 -0.111 -3.916 -0.854
C 2.136 -0.504 -4.731 -0.786
C 0.223 -1.337 -6.086 -0.328
C 0.295 -0.210 -7.085 -0.848
O -0.507 0.918 -6.747 -0.509
H -0.264 -2.728 -3.979 0.082
H 1.135 -2.175 -2.934 0.225
H 1.396 -3.074 -4.424 0.438
H -0.183 0.826 -4.470 0.466
H 0.389 0.093 -2.971 0.388
H -1.135 -0.458 -3.855 0.215
H 2.514 -0.400 -3.715 0.082
H 2.071 0.472 -5.209 0.402
H 2.780 -1.177 -5.291 0.427
H -0.780 -1.740 -5.945 0.334
H 0.890 -2.125 -6.442 0.384
H 0.053 -0.550 -8.094 0.453
H 1.303 0.196 -7.172 0.329
H -1.439 0.722 -6.885 0.327
C -1.920 -2.400 3.761 -0.925
N -2.145 -1.081 4.507 0.345
C -2.057 -1.329 5.968 -0.969
C -1.020 -0.195 4.074 -1.241
C -3.490 -0.559 4.105 -0.272
C -3.908 0.747 4.742 -0.709
O -3.156 1.857 4.237 -0.363
H -2.638 -3.109 4.171 0.466
H -0.903 -2.754 3.900 0.504
H -2.113 -2.203 2.710 0.070
H -1.843 -0.392 6.473 0.406
H -1.184 -1.958 6.144 0.386
H -2.922 -1.891 6.305 0.337
H -1.329 0.238 3.130 0.113
H -0.072 -0.707 4.163 0.727
H -1.009 0.677 4.734 0.410
H -4.239 -1.293 4.398 0.442
H -3.407 -0.460 3.023 0.099
H -3.842 0.709 5.830 0.416
H -4.947 0.903 4.441 0.425
H -3.427 2.645 4.719 0.265
P 4.728 -1.839 -1.788 1.220
F 4.623 -2.355 -3.333 -0.390
F 5.545 -3.142 -1.358 -0.374
F 6.096 -1.058 -2.077 -0.419
F 4.636 -1.375 -0.231 -0.300
F 3.897 -0.468 -2.185 -0.447
F 3.304 -2.620 -1.553 -0.336
P 0.567 -0.681 0.741 1.490
F 0.240 -0.256 -0.826 -0.223
F 2.100 -0.586 0.342 -0.224
F 0.525 0.860 1.269 -0.408
F 0.943 -1.260 2.197 -0.530
F -1.068 -0.733 1.029 -0.390
F 0.404 -2.216 0.303 -0.461
P -0.419 -5.483 1.396 1.393
F -0.388 -6.269 2.800 -0.404
F -1.937 -4.952 1.725 -0.389
F 0.230 -4.178 2.103 -0.378
F -0.500 -4.683 -0.034 -0.401
F 1.077 -5.964 1.030 -0.389
F -1.029 -6.796 0.672 -0.394

***

Record 2
106
Properties=species:S:1:pos:R:3:mulliken_charge:R:1 method="wB97M-V/def2-TZVPD" total_charge=+3 e_lumo_ev=-12.951 e_above_lowest_kcal_mol=0.00 largest_force_ev_per_a=2.34 gap_ev=1.5
Be 2.716 -4.707 -0.588 0.555
N 2.730 1.164 -0.417 -0.128
H 1.916 0.549 -0.224 0.281
H 3.290 0.954 0.436 0.261
H 2.394 2.123 -0.445 0.474
H 3.099 0.829 -1.303 0.400
N -1.855 -4.643 1.903 -0.304
H -1.788 -5.009 2.854 0.413
H -2.763 -4.716 1.443 0.392
H -1.211 -5.188 1.318 0.375
H -1.502 -3.679 1.876 0.078
Cl 0.019 -2.059 0.675 1.207
O -0.126 -1.795 2.077 -0.507
O 0.748 -3.319 0.509 -0.611
O -1.268 -2.160 0.044 -0.258
O 0.866 -1.077 0.027 -0.937
C -4.581 3.642 0.832 -2.007
C -4.928 2.269 1.377 1.436
C -4.790 1.308 0.170 -1.187
C -4.775 -0.175 0.582 -0.912
C -3.629 -0.338 1.594 -0.707
C -3.703 0.522 2.867 1.716
N -4.005 1.867 2.426 0.572
O -3.927 2.786 3.460 -0.368
C -4.847 -0.006 3.769 -1.805
C -2.388 0.461 3.636 -1.926
C -6.371 2.324 1.930 -1.506
H -4.731 4.503 1.503 0.503
H -5.349 3.979 0.128 0.425
H -3.591 3.765 0.396 0.438
H -5.725 1.414 -0.386 0.447
H -3.989 1.597 -0.510 0.429
H -4.458 -0.865 -0.197 0.360
H -5.761 -0.343 1.009 0.369
H -2.668 -0.129 1.121 0.237
H -3.690 -1.371 1.951 0.256
H -5.050 0.726 4.556 0.462
H -5.820 -0.119 3.299 0.340
H -4.564 -0.949 4.235 0.433
H -1.642 1.031 3.077 0.502
H -2.477 0.798 4.664 0.405
H -2.038 -0.571 3.628 0.303
H -6.693 1.398 2.393 0.275
H -7.104 2.612 1.179 0.463
H -6.400 3.080 2.716 0.389
H -3.207 3.360 3.147 0.383
C 5.523 2.483 0.570 -2.166
C 5.454 2.066 2.037 1.417
C 4.920 3.256 2.821 -1.288
C 4.616 2.937 4.278 -0.714
C 3.543 1.814 4.326 -1.206
C 3.949 0.596 3.503 1.940
N 4.481 0.945 2.168 0.689
O 4.981 -0.215 1.527 -0.402
C 4.963 -0.143 4.387 -1.787
C 2.746 -0.336 3.335 -2.073
C 6.898 1.760 2.477 -1.447
H 6.186 3.342 0.493 0.546
H 4.599 2.805 0.084 0.298
H 5.910 1.629 0.009 0.462
H 5.663 4.058 2.774 0.380
H 4.011 3.697 2.393 0.346
H 4.161 3.810 4.742 0.420
H 5.526 2.654 4.804 0.319
H 2.638 2.321 3.978 0.334
H 3.516 1.634 5.399 0.392
H 5.507 -0.957 3.873 0.403
H 5.836 0.425 4.720 0.330
H 4.580 -0.710 5.235 0.459
H 2.238 -0.039 2.402 0.085
H 2.969 -1.383 3.131 0.383
H 1.998 -0.229 4.117 0.437
H 7.032 1.930 3.538 0.339
H 7.568 2.336 1.842 0.473
H 7.206 0.746 2.204 0.273
H 5.780 -0.501 1.994 0.300
C -2.110 -0.424 -3.470 -2.289
C -1.325 -1.446 -4.281 1.996
C -2.414 -2.243 -5.023 -1.169
C -1.845 -3.040 -6.194 -0.785
C -0.902 -2.195 -7.037 -1.237
C 0.209 -1.397 -6.338 1.390
N -0.357 -0.801 -5.141 0.465
O 0.607 -0.120 -4.415 -0.398
C 1.358 -2.363 -6.011 -1.614
C 0.699 -0.346 -7.322 -1.759
C -0.624 -2.423 -3.321 -1.665
H -2.928 -0.873 -2.908 0.441
H -2.544 0.398 -4.045 0.472
H -1.531 0.101 -2.695 0.444
H -2.761 -2.984 -4.305 0.440
H -3.247 -1.673 -5.431 0.431
H -2.618 -3.392 -6.877 0.441
H -1.318 -3.935 -5.844 0.320
H -1.515 -1.421 -7.517 0.406
H -0.510 -2.791 -7.860 0.485
H 1.912 -2.609 -6.919 0.470
H 2.136 -1.895 -5.399 0.379
H 1.086 -3.313 -5.554 0.311
H 1.254 0.458 -6.819 0.392
H 1.320 -0.725 -8.123 0.399
H -0.128 0.272 -7.686 0.404
H -1.375 -2.762 -2.599 0.454
H 0.197 -2.007 -2.738 0.265
H -0.298 -3.378 -3.738 0.348
H 0.207 0.752 -4.293 0.403

***

Record 3
106
Properties=species:S:1:pos:R:3:mulliken_charge:R:1 method="wB97M-V/def2-TZVPD" smiles=COCCCB(CN)CCSc1nnco1.CC(C)O.CC(C)O.CC(C)O.CC(C)O.CC(C)O.CC(C)O e_lumo_ev=0.164 e_above_lowest_kcal_mol=75.94 largest_force_ev_per_a=6.25 gap_ev=8.8
C 2.700 -2.377 1.412 0.006
O 3.429 -1.126 1.333 -0.338
C 3.086 -0.373 0.152 -0.423
C 1.524 -0.040 0.054 -0.385
C 0.973 0.838 1.320 -0.124
B -0.650 0.947 1.059 0.188
C -1.130 1.878 -0.186 -0.310
N -2.234 2.846 0.114 -0.662
C -1.600 0.076 2.053 -0.466
C -2.994 0.760 2.459 -0.541
S -4.053 -0.609 3.225 -0.109
C -4.808 -1.464 1.764 0.338
N -5.748 -2.536 1.695 -0.603
N -5.933 -2.679 0.339 0.015
C -5.170 -1.770 -0.436 -0.080
O -4.420 -0.984 0.485 -0.184
H 3.369 -3.212 1.823 0.112
H 1.827 -2.249 2.149 0.123
H 2.244 -2.701 0.403 -0.151
H 3.424 -0.875 -0.820 0.211
H 3.628 0.644 0.224 0.305
H 0.852 -0.975 -0.028 0.173
H 1.279 0.576 -0.895 0.346
H 1.484 1.861 1.394 0.019
H 1.149 0.164 2.237 0.025
H -1.343 1.192 -1.079 0.269
H -0.213 2.515 -0.495 0.150
H -2.270 3.120 1.101 0.288
H -3.121 2.418 -0.198 0.261
H -1.004 -0.104 3.027 0.213
H -1.801 -0.952 1.593 0.351
H -3.609 1.152 1.588 0.177
H -2.880 1.548 3.272 0.431
H -5.093 -1.628 -1.561 0.375
C -9.790 -3.320 -2.227 -1.210
C -9.112 -4.679 -2.306 0.353
C -9.785 -5.687 -1.387 -1.229
O -7.741 -4.546 -1.941 -0.526
H -9.733 -2.913 -1.213 0.311
H -9.290 -2.603 -2.884 0.306
H -10.842 -3.386 -2.519 0.368
H -9.140 -5.045 -3.336 0.289
H -9.728 -5.362 -0.343 0.323
H -9.280 -6.655 -1.444 0.310
H -10.836 -5.823 -1.653 0.365
H -7.704 -4.222 -1.029 0.358
C 2.127 -4.273 -3.531 -1.424
C 1.145 -3.690 -2.527 0.465
C -0.257 -3.604 -3.110 -1.100
O 1.579 -2.388 -2.141 -0.379
H 2.192 -3.643 -4.425 0.327
H 3.132 -4.318 -3.103 0.345
H 1.831 -5.280 -3.835 0.412
H 1.131 -4.309 -1.626 0.267
H -0.275 -2.951 -3.989 0.044
H -0.950 -3.173 -2.382 0.297
H -0.624 -4.591 -3.402 0.455
H 1.595 -1.832 -2.931 0.280
C -2.195 -2.387 -8.145 -1.409
C -1.624 -2.113 -6.763 0.510
C -2.476 -1.112 -5.999 -1.166
O -0.297 -1.605 -6.890 -0.550
H -2.225 -1.471 -8.744 0.348
H -1.566 -3.098 -8.687 0.344
H -3.207 -2.794 -8.081 0.365
H -1.561 -3.048 -6.200 0.255
H -2.515 -0.152 -6.524 0.338
H -2.047 -0.916 -5.013 0.261
H -3.497 -1.480 -5.870 0.370
H -0.341 -0.777 -7.387 0.349
C 3.070 5.152 4.162 -1.320
C 2.517 5.097 2.746 0.353
C 1.602 6.278 2.464 -1.257
O 1.793 3.881 2.567 -0.361
H 2.261 5.112 4.899 0.352
H 3.717 4.292 4.355 0.339
H 3.646 6.067 4.326 0.363
H 3.343 5.093 2.029 0.234
H 0.742 6.277 3.142 0.375
H 1.202 6.220 1.448 0.328
H 2.134 7.226 2.578 0.307
H 1.060 3.875 3.198 0.253
C 6.109 -5.318 4.917 -1.316
C 5.350 -4.070 4.494 0.439
C 4.759 -3.348 5.694 -1.244
O 4.303 -4.433 3.596 -0.494
H 5.443 -6.028 5.420 0.344
H 6.518 -5.833 4.044 0.328
H 6.930 -5.070 5.594 0.367
H 6.022 -3.397 3.954 0.267
H 4.047 -3.989 6.224 0.335
H 4.208 -2.460 5.374 0.286
H 5.540 -3.041 6.394 0.371
H 3.703 -5.028 4.063 0.316
C 6.555 9.116 1.296 -1.398
C 5.099 8.780 1.576 0.635
C 4.176 9.412 0.546 -1.217
O 4.746 9.246 2.877 -0.543
H 6.722 10.197 1.341 0.347
H 7.205 8.664 2.051 0.338
H 6.862 8.756 0.311 0.367
H 4.965 7.694 1.572 0.154
H 4.260 10.504 0.564 0.343
H 3.133 9.172 0.767 0.282
H 4.411 9.061 -0.462 0.366
H 4.861 10.205 2.891 0.342

***

Record 4
98
Properties=species:S:1:pos:R:3:mulliken_charge:R:1 method="wB97M-V/def2-TZVPD" smiles="CCN(CC)CC.CCN(CC)CC.CCN(CC)CC.CCN(CC)CC.CC(C)=O" e_lumo_ev=0.614 e_above_lowest_kcal_mol=0.00 largest_force_ev_per_a=1.17 gap_ev=8.6
C -2.401 0.687 -0.888 -1.184
C -2.005 -0.797 -0.974 -0.355
N -2.068 -1.483 0.303 0.210
C -1.243 -0.877 1.338 -0.087
C 0.254 -0.702 1.029 -0.606
C -1.914 -2.915 0.188 -0.298
C -3.092 -3.581 -0.516 -1.365
H -2.985 0.902 0.004 -0.002
H -3.043 0.880 -1.747 0.468
H -1.565 1.387 -0.874 0.337
H -2.765 -1.259 -1.604 0.664
H -1.019 -0.898 -1.458 0.155
H -1.665 0.123 1.482 -0.168
H -1.343 -1.424 2.273 -0.042
H 0.395 0.035 0.238 0.237
H 0.756 -0.318 1.918 0.003
H 0.727 -1.647 0.754 0.318
H -1.862 -3.308 1.207 0.365
H -0.987 -3.221 -0.327 0.250
H -2.947 -3.609 -1.601 0.263
H -4.041 -3.062 -0.363 0.345
H -3.253 -4.610 -0.189 0.410
C 0.275 -2.936 -4.362 -1.257
C 0.847 -2.834 -5.764 -0.734
N 2.018 -1.968 -5.854 0.305
C 2.109 -1.293 -7.131 -0.430
C 1.133 -0.150 -7.263 -1.273
C 3.230 -2.678 -5.487 -0.422
C 4.388 -1.744 -5.176 -1.319
H -0.665 -3.488 -4.423 0.423
H 0.148 -1.970 -3.881 0.355
H 0.930 -3.538 -3.724 0.304
H 1.097 -3.827 -6.176 0.290
H 0.082 -2.452 -6.444 0.443
H 3.118 -0.882 -7.228 0.314
H 2.024 -2.005 -7.975 0.288
H 0.093 -0.486 -7.275 0.303
H 1.232 0.533 -6.416 0.294
H 1.305 0.433 -8.168 0.417
H 3.533 -3.410 -6.257 0.312
H 3.001 -3.224 -4.570 0.318
H 4.025 -0.847 -4.667 0.334
H 4.865 -1.358 -6.083 0.321
H 5.175 -2.199 -4.578 0.404
C -3.934 6.005 -0.593 -1.524
C -3.971 4.546 -0.178 -0.218
N -4.396 4.304 1.178 0.021
C -5.771 4.701 1.443 -0.684
C -6.862 3.780 0.899 -1.046
C -4.025 2.957 1.622 -0.335
C -4.366 2.733 3.092 -1.157
H -3.560 6.658 0.197 0.337
H -4.902 6.376 -0.931 0.339
H -3.246 6.127 -1.434 0.439
H -4.592 3.999 -0.927 0.241
H -3.004 4.070 -0.364 0.332
H -5.910 4.828 2.521 0.331
H -5.885 5.710 1.043 0.455
H -6.761 3.587 -0.173 0.269
H -6.903 2.813 1.402 0.241
H -7.841 4.252 1.014 0.404
H -2.933 2.943 1.589 0.502
H -4.479 2.195 0.976 0.335
H -5.442 2.562 3.216 0.296
H -4.106 3.623 3.659 0.397
H -3.877 1.827 3.444 0.019
C 4.835 -1.792 4.511 -1.016
C 4.556 -2.129 3.043 -0.764
N 4.707 -1.040 2.104 0.150
C 3.785 0.062 2.313 -0.374
C 3.412 0.785 1.016 -1.450
C 6.063 -0.605 1.858 -0.243
C 6.992 -1.712 1.382 -1.429
H 4.443 -0.798 4.743 0.276
H 5.903 -1.774 4.732 0.279
H 4.349 -2.502 5.179 0.391
H 5.214 -2.943 2.732 0.437
H 3.554 -2.560 2.951 0.348
H 4.265 0.816 2.965 0.170
H 2.896 -0.310 2.820 0.423
H 3.096 0.115 0.220 0.276
H 4.228 1.418 0.664 0.478
H 2.599 1.485 1.234 0.406
H 6.028 0.161 1.080 0.312
H 6.508 -0.118 2.747 0.310
H 7.914 -1.293 0.977 0.431
H 7.267 -2.381 2.200 0.301
H 6.538 -2.320 0.598 0.335
C -1.819 -0.620 4.924 -1.120
C -0.934 0.580 5.054 0.979
C 0.207 0.509 6.051 -1.258
O -1.071 1.545 4.342 -0.528
H -2.164 -0.972 5.898 0.465
H -1.303 -1.433 4.414 0.273
H -2.691 -0.352 4.327 0.215
H 0.609 -0.478 6.274 0.345
H -0.162 0.975 6.971 0.348
H 1.041 1.110 5.686 0.328